Record 1
16
Properties=species:S:1:pos:R:3 method="wB97M-V/def2-TZVPD" smiles="C/C(CO)=N/NC=S" gap_ev=9.1 total_charge=0 e_tot_ha=-740.0889 e_above_lowest_kcal_mol=45.91
C 2.12839 -0.86722 0.14294
C 0.74228 -0.30417 -0.08521
C 0.45316 1.14588 0.35380
C -2.27104 -0.38118 0.25173
H 2.15583 -1.94869 0.14134
H 2.86777 -0.50951 -0.59313
H 2.48238 -0.51871 1.12619
H 1.42549 1.54170 0.70731
H -0.19195 1.07408 1.25825
H -0.76837 1.65151 -1.00422
H -1.85758 -0.81002 -1.59908
H -1.78109 -0.51010 1.22739
N -0.13220 -1.07171 -0.60556
N -1.43340 -0.58730 -0.75948
O 0.02138 2.06488 -0.61782
S -3.84104 0.03056 0.05555

---

Record 2
305
Properties=species:S:1:pos:R:3 method="wB97M-V/def2-TZVPD" gap_ev=8.7 total_charge=0 e_tot_ha=-5602.4295 e_above_lowest_kcal_mol=0.00
C 1.13193 1.08065 0.84052
C -0.37059 0.99540 1.14197
C -0.96095 -0.06378 0.17931
O -0.70787 0.47355 -1.15162
C -1.05130 -0.43356 -2.21097
N -0.60407 0.57556 2.52750
H 1.25436 1.15519 -0.27304
H 1.64583 0.15827 1.22859
H 1.55356 1.92684 1.36019
H -0.73417 2.00666 0.98673
H -2.03719 0.01711 0.39555
H -0.51242 -1.05034 0.36081
H -0.73275 0.03926 -3.12412
H -2.12605 -0.68279 -2.18083
H -0.49860 -1.38169 -2.08237
H -1.44763 0.07309 2.68009
H -0.63723 1.36480 3.15625
C 3.02244 4.31837 0.62635
O 3.16284 5.75487 0.53372
C 2.62856 6.11096 -0.79467
C 3.21095 7.42182 -1.33174
N 4.57482 7.42838 -1.82701
C 5.63115 7.09319 -0.81066
C 6.98232 7.13886 -1.50746
O 7.05874 6.23109 -2.60962
C 8.28600 6.31393 -3.29930
H 3.73238 3.79621 -0.03806
H 2.01301 4.04687 0.32483
H 3.20889 4.05449 1.62946
H 1.53837 6.21196 -0.70167
H 2.80469 5.29144 -1.45090
H 3.12329 8.19176 -0.53693
H 2.41252 7.74195 -2.02401
H 4.63074 6.75404 -2.61260
H 5.40097 6.16488 -0.36933
H 5.62740 7.87109 -0.03723
H 7.82291 6.97587 -0.87473
H 7.18834 8.17517 -1.91870
H 8.24122 5.57048 -4.05194
H 9.07430 6.09745 -2.56303
H 8.52842 7.24525 -3.80757
C -10.64385 -1.11780 -1.38388
O -9.44496 -0.80796 -0.70090
C -9.55961 0.00405 0.44225
C -8.16141 0.31025 0.98255
N -7.39853 0.98238 0.01384
C -6.19115 1.46735 0.48855
C -5.20259 0.30955 0.90939
O -4.80511 -0.32759 -0.27100
C -4.38155 -1.65255 -0.16266
H -10.38736 -1.67749 -2.30599
H -11.17294 -0.21671 -1.71437
H -11.39347 -1.59243 -0.68666
H -10.19914 -0.49263 1.23409
H -10.04229 0.93202 0.08775
H -7.74746 -0.66363 1.40452
H -8.23611 0.96882 1.83786
H -7.25641 0.45618 -0.85723
H -6.33894 2.01372 1.39039
H -5.73916 2.14427 -0.25040
H -5.75077 -0.43745 1.51350
H -4.35441 0.68293 1.46408
H -4.07737 -2.00551 -1.15179
H -5.18271 -2.29632 0.11021
H -3.57457 -1.67282 0.57893
C -1.83349 -8.75006 -3.14393
O -2.48579 -7.56773 -2.73226
C -3.24386 -7.71620 -1.49210
C -3.43117 -6.36590 -0.84366
N -2.17869 -5.72813 -0.59656
C -2.20325 -4.39230 -0.08822
C -0.79477 -3.93124 0.13301
O -0.21891 -3.65862 -1.16399
C 1.18536 -3.38472 -1.03468
H -1.13130 -9.11583 -2.40419
H -1.29470 -8.50775 -4.05173
H -2.53806 -9.57625 -3.25911
H -2.77207 -8.38332 -0.79926
H -4.21965 -8.22325 -1.80283
H -3.91415 -6.51476 0.11157
H -4.07896 -5.72936 -1.39000
H -1.58684 -5.71866 -1.47010
H -2.69481 -4.33746 0.89947
H -2.70237 -3.72561 -0.78856
H -0.15331 -4.58040 0.71693
H -0.84672 -3.00675 0.77813
H 1.71507 -4.18872 -0.50755
H 1.29929 -2.48749 -0.46537
H 1.65323 -3.33500 -2.03473
C -4.20660 0.17946 -4.41137
O -5.55369 -0.21983 -4.64112
C -6.32895 0.16433 -3.46782
C -7.70499 -0.42718 -3.57095
N -7.73870 -1.90337 -3.73568
C -6.96390 -2.71436 -2.71619
C -7.27719 -4.20575 -2.97177
O -6.54135 -4.95189 -2.04118
C -6.98169 -6.31341 -1.92262
H -4.03680 1.28725 -4.35376
H -3.63260 -0.23998 -5.22093
H -3.78133 -0.14117 -3.40873
H -6.38244 1.29324 -3.43876
H -5.69209 -0.16947 -2.59674
H -8.19303 0.03425 -4.45909
H -8.37341 -0.16342 -2.75226
H -7.37939 -2.19845 -4.64612
H -7.38620 -2.42017 -1.73918
H -5.88647 -2.53258 -2.72797
H -7.06574 -4.47912 -4.02582
H -8.36220 -4.44876 -2.82344
H -6.36037 -6.80859 -1.19038
H -6.92664 -6.84486 -2.86122
H -7.98028 -6.23001 -1.50244
C 0.69065 5.57496 -5.42044
O 0.36985 4.82034 -4.28563
C -0.91274 4.32928 -4.11322
C -1.15404 3.75224 -2.73457
N -2.58091 3.47291 -2.65928
C -3.05373 2.64475 -1.50956
C -3.14477 3.30429 -0.18572
O -4.03597 4.39974 -0.27541
C -4.28943 4.90435 0.95932
H 0.82981 4.97263 -6.27731
H 1.59497 6.12805 -5.26297
H -0.06107 6.36266 -5.55795
H -1.08277 3.57239 -4.87854
H -1.71700 5.09023 -4.28033
H -0.77431 4.43551 -1.93184
H -0.63583 2.76225 -2.70085
H -3.10385 4.38977 -2.66419
H -2.42189 1.75391 -1.42957
H -4.05720 2.40422 -1.76170
H -2.17018 3.61178 0.25985
H -3.45981 2.57419 0.50596
H -4.98232 4.29784 1.56252
H -4.81769 5.90810 0.87497
H -3.36175 4.93896 1.50002
C 2.29952 0.44631 -6.53447
O 1.63661 -0.80272 -6.38139
C 0.20458 -0.73038 -6.48787
C -0.46252 -2.08016 -6.15932
N -0.48184 -2.27563 -4.73239
C -1.08462 -3.50359 -4.37351
C -2.55867 -3.58900 -4.38926
O -2.96797 -3.66927 -5.73002
C -4.35617 -3.57582 -5.87790
H 3.38346 0.25333 -6.46479
H 1.92335 1.18501 -5.80188
H 2.13542 0.90491 -7.51734
H -0.02256 -0.44889 -7.51149
H -0.22774 -0.07211 -5.75002
H -0.04033 -2.88880 -6.78560
H -1.52854 -1.94902 -6.57138
H 0.45484 -2.15930 -4.22725
H -0.75481 -3.81425 -3.37709
H -0.75535 -4.31920 -5.06417
H -2.98766 -2.66848 -3.98538
H -2.93903 -4.47784 -3.81960
H -4.59927 -3.94890 -6.88237
H -4.66660 -2.51067 -5.73014
H -4.81476 -4.30783 -5.17952
C 1.32559 -5.84787 -2.86563
O 2.40633 -5.12744 -3.31674
C 2.37742 -4.74633 -4.68069
C 3.39495 -3.60113 -4.69433
N 2.95032 -2.42194 -3.99028
C 3.78508 -1.84884 -2.97630
C 3.22545 -0.64520 -2.28796
O 3.10317 0.35465 -3.34529
C 2.39219 1.54537 -2.90958
H 0.37849 -5.40746 -3.22323
H 1.50999 -5.91554 -1.77899
H 1.46641 -6.81530 -3.31037
H 1.40308 -4.41102 -4.98247
H 2.63434 -5.59943 -5.38002
H 3.66152 -3.39081 -5.74533
H 4.35450 -3.97576 -4.27903
H 2.65307 -1.68196 -4.62507
H 4.74887 -1.56327 -3.40499
H 3.93489 -2.60794 -2.16724
H 3.89057 -0.32102 -1.52608
H 2.19392 -0.86721 -1.88688
H 2.35772 2.24527 -3.73235
H 2.91956 2.06278 -2.09759
H 1.32102 1.31205 -2.65049
C -0.63229 6.05878 0.95011
O -0.46206 4.87581 1.77775
C 0.39830 5.09689 2.85373
C 0.39592 3.80662 3.70894
N -0.85873 3.26079 4.18386
C -1.25292 3.82404 5.53733
C -2.65963 3.43426 5.79160
O -3.55095 3.85082 4.74724
C -3.66400 5.27142 4.74230
H -1.38977 6.77000 1.44318
H -1.01365 5.75888 -0.01987
H 0.25550 6.66719 0.80126
H 0.23356 6.02850 3.41917
H 1.40858 5.10053 2.51844
H 1.08302 3.99024 4.56315
H 0.95637 3.05183 3.09723
H -1.49602 3.64727 3.50165
H -1.10461 4.90558 5.47758
H -0.60304 3.42357 6.30833
H -3.01004 3.83478 6.72873
H -2.73187 2.35711 5.71818
H -3.86649 5.69789 5.71284
H -4.47015 5.53761 4.09040
H -2.76623 5.79015 4.31407
C 8.87526 1.44286 -6.80529
O 7.67054 1.57717 -6.12208
C 7.81833 1.18497 -4.79247
C 6.44237 1.14520 -4.14152
N 6.50532 0.86627 -2.71866
C 7.07157 1.96662 -1.90184
C 7.19833 1.52185 -0.46037
O 5.85983 1.40226 0.08796
C 5.81192 0.61753 1.22795
H 9.20268 0.41823 -6.88090
H 9.62225 2.05787 -6.32548
H 8.71148 1.80498 -7.84060
H 8.52460 1.86869 -4.23918
H 8.25143 0.14978 -4.82351
H 5.91257 0.26595 -4.50586
H 5.92619 2.10267 -4.42229
H 5.54826 0.67076 -2.46473
H 6.48353 2.87999 -1.98346
H 8.00908 2.27481 -2.36626
H 7.75768 2.29734 0.08822
H 7.61669 0.57999 -0.28868
H 6.37051 1.05299 2.06094
H 6.24362 -0.37211 1.12123
H 4.77244 0.49470 1.55749
C 3.80366 -2.94217 6.73974
O 2.47293 -3.47924 6.84215
C 2.18220 -3.92236 8.06770
C 0.87797 -4.76207 7.98597
N -0.23124 -3.95304 7.49027
C -0.92642 -3.34374 8.57648
C -1.95752 -2.39750 7.91179
O -1.25490 -1.47577 7.11729
C -2.11213 -0.56534 6.38976
H 3.98659 -2.70517 5.69444
H 4.57062 -3.64641 7.10697
H 3.74956 -2.02634 7.39348
H 2.13714 -3.07128 8.74894
H 2.99779 -4.55115 8.39136
H 0.61731 -5.09362 9.00342
H 1.08130 -5.63924 7.33539
H 0.06870 -3.30687 6.75043
H -0.35056 -2.78447 9.33498
H -1.48029 -4.06697 9.12430
H -2.50166 -1.84248 8.68034
H -2.59358 -2.98190 7.25316
H -3.00609 -0.20925 6.97845
H -2.38779 -0.96195 5.43493
H -1.51989 0.28992 6.12394
C 1.59409 -0.22081 7.06396
O 2.64526 0.05781 6.22488
C 2.22467 0.77092 5.04720
C 3.46706 1.32077 4.45569
N 4.15351 2.21776 5.32657
C 5.37066 2.72265 4.81761
C 5.12433 3.66776 3.61797
O 6.23506 4.58806 3.53356
C 6.23178 5.28535 2.32103
H 1.55513 0.56388 7.83681
H 1.73206 -1.19063 7.62705
H 0.67176 -0.31168 6.50691
H 1.57673 1.61150 5.31793
H 1.70792 0.11716 4.31975
H 3.18985 1.93221 3.54087
H 4.15385 0.47578 4.11979
H 4.33256 1.74066 6.20771
H 5.99331 1.95963 4.41098
H 5.89550 3.36033 5.54199
H 4.13614 4.16320 3.76490
H 5.07497 3.07934 2.70581
H 7.17226 5.83334 2.23492
H 5.35773 5.90450 2.25303
H 6.24184 4.61315 1.47097
C 4.96397 -4.94123 2.97440
O 4.31264 -3.70417 3.22805
C 2.89633 -3.71965 2.76894
C 2.29074 -2.39387 3.26396
N 0.85488 -2.23183 2.94499
C 0.04029 -2.51850 4.10783
C -1.31781 -3.15055 3.82933
O -2.20544 -2.26727 3.21113
C -3.51088 -2.62409 3.52158
H 4.56734 -5.72176 3.66708
H 6.05048 -4.77902 3.12774
H 4.72922 -5.30194 1.89099
H 2.44680 -4.59104 3.25606
H 2.87002 -3.85613 1.64728
H 2.98182 -1.67878 2.74457
H 2.50235 -2.37443 4.33934
H 0.67087 -1.26704 2.72974
H -0.14433 -1.60254 4.70868
H 0.70012 -3.14622 4.77260
H -1.76768 -3.46572 4.82319
H -1.23133 -4.01327 3.17617
H -3.72093 -3.66577 3.38005
H -4.18473 -1.99548 2.91789
H -3.72992 -2.43953 4.55503